{
  "formula": "C3H3LiO4Pb",
  "method": "ωB97M-V with the def2-TZVPD basis set",
  "species": ["H", "C", "C", "O", "C", "O", "O", "O", "Pb", "H", "H", "Li"],
  "xyz": [[0.68, 1.65, 0.57], [1.95, 0.69, 0.08], [0.51, 0.74, -0.28], [-0.13, -0.36, 0.22], [-1.48, -0.55, 0.05], [-2.21, 0.42, -0.25], [-1.87, -1.72, 0.24], [2.44, -0.34, 0.57], [-4.03, -1.04, -0.14], [2.56, 1.39, -0.53], [0.30, 0.97, -1.33], [1.28, -1.85, 0.82]],
  "lumo_energy_ev": [-3.8805, -3.8862],
  "molar_mass_da": 317.19,
  "multiplicity": 2,
  "e_homo_ev": [-9.7, -15.0],
  "total_charge": 1
}